The following is a quantum chemistry calculation of a molecular structure, C92H202F9N8O22V at a distorted geometry, from the Open Molecules 2025 dataset.

Molar mass ... 1994.59 g mol⁻¹
E_LUMO ... 0.43 eV
HOMO energy ... -8.144 eV
F_max ... 3.597 eV/A
HOMO-LUMO gap ... 8.58 eV
Calculated total energy ... -7562.23922 Eh

Geometry as ORCA input:
```
! wB97M-V def2-TZVPD RIJCOSX def2/J DEFGRID3
* xyz 0 3
V 2.94676 1.92951 -1.31316
C 1.53204 4.32785 -0.00569
O 0.23463 4.09165 -0.65620
O 2.58720 3.75020 -0.61497
C 1.68655 5.88264 0.03830
F 1.67817 6.52473 -1.07987
F 0.76950 6.41217 0.83282
F 2.93239 6.17595 0.55117
C -0.86839 3.85868 0.30214
C -2.15829 3.94429 -0.46609
H -1.98014 3.46771 -1.46087
H -2.92649 3.32589 0.11026
H -2.42318 4.99994 -0.59617
H -0.68443 4.57435 1.12649
H -0.72785 2.80634 0.72619
H 1.45900 4.05639 1.07387
C 4.16076 -0.35138 -2.93126
O 5.36583 -0.34026 -2.13476
O 3.17219 0.51019 -2.56667
C 4.64765 -0.02683 -4.48404
F 5.48202 1.08021 -4.48634
F 5.37890 -1.00554 -5.04797
F 3.54281 0.17515 -5.24288
C 5.31561 -1.12799 -0.94696
C 6.66693 -1.08140 -0.26994
H 7.46187 -1.42424 -0.88888
H 6.77193 -0.04251 0.06976
H 6.70897 -1.65351 0.65343
H 5.08546 -2.12144 -1.19274
H 4.55680 -0.77019 -0.22986
H 3.93345 -1.38264 -2.86681
C 1.40192 -0.01214 -0.07926
O 0.01941 0.17494 -0.18328
O 2.06726 1.16668 0.08620
C 1.40666 -0.93631 1.18017
F 2.63926 -1.32923 1.46658
F 0.90333 -0.45797 2.28239
F 0.66656 -2.02912 0.93139
C -0.60051 -0.40550 -1.34937
C -2.01890 -0.02007 -1.31833
H -2.44181 -0.25119 -0.31572
H -2.12615 1.04402 -1.48464
H -2.71327 -0.57160 -1.99941
H -0.49982 -1.46199 -1.37364
H -0.08471 -0.00929 -2.20723
H 1.70524 -0.64000 -0.91009
C 9.18371 -1.29297 3.58982
O 8.16234 -0.46890 3.11898
H 10.16236 -0.82493 3.33146
H 9.14850 -1.51179 4.65092
H 9.20813 -2.20962 3.01018
H 8.30170 0.34551 3.60027
C -0.40551 -4.38259 5.44380
O 0.09624 -3.27972 4.66756
H -0.60274 -4.01201 6.44208
H -1.34282 -4.79130 5.11569
H 0.33508 -5.25556 5.50527
H 0.10931 -3.41265 3.71251
C 4.15943 4.37703 -2.95017
O 4.08334 2.98861 -2.64766
H 3.27482 4.66274 -3.50655
H 4.22486 4.93676 -1.99288
H 5.08730 4.55399 -3.54360
H 4.33322 2.45158 -3.42743
C -0.77097 6.62650 -3.71860
O -0.46761 5.27410 -3.48525
H -0.99393 6.73261 -4.77508
H -1.67856 6.89897 -3.16134
H 0.05621 7.29003 -3.40214
H -0.32540 5.14308 -2.52715
C -6.00862 -1.84143 -6.72634
O -5.64465 -0.54781 -7.26409
H -6.67745 -2.38929 -7.39607
H -5.06260 -2.37134 -6.54348
H -6.55163 -1.77607 -5.76993
H -6.50621 -0.06242 -7.19776
C 6.08804 2.40355 -0.24273
O 4.71981 2.06707 0.02430
H 6.77391 2.28718 0.68528
H 6.57539 1.73236 -0.97085
H 6.15888 3.43533 -0.55756
H 4.43609 2.78585 0.64470
C 0.59756 1.73830 -3.64614
O 1.14662 2.12438 -2.35680
H 0.76275 2.59324 -4.32448
H 1.10856 0.83929 -3.92988
H -0.45843 1.54815 -3.60369
H 0.68318 2.87861 -1.99582
C -6.24158 5.99422 -0.61394
O -7.39080 5.46601 -1.23203
H -5.37021 6.11405 -1.24359
H -6.52121 6.94033 -0.13312
H -6.01356 5.28739 0.20416
H -7.19185 4.80461 -1.95021
C 5.58256 6.32907 3.62793
C 6.24217 4.88104 3.45277
C 6.78264 4.40465 4.75773
C 5.76789 3.88322 5.72833
C 4.89381 2.79472 5.08493
C 4.15098 3.33757 3.85300
N 5.23484 3.80745 2.93209
O 4.64530 4.34546 1.76020
C 3.47874 2.19541 3.18909
C 3.06060 4.41488 4.21794
C 7.36759 5.02670 2.48489
H 6.40880 7.04960 3.90976
H 4.82079 6.24548 4.37982
H 5.19682 6.68529 2.67522
H 7.59773 3.67053 4.52502
H 7.34662 5.32705 5.17942
H 5.17554 4.76766 5.98501
H 6.28575 3.44335 6.62905
H 4.18023 2.35629 5.88655
H 5.59542 1.99590 4.76804
H 2.98274 2.53638 2.27099
H 4.09017 1.27561 2.99762
H 2.66049 1.87867 3.85953
H 3.32298 4.98514 5.06910
H 2.81691 5.07714 3.42037
H 2.16966 3.88531 4.48456
H 7.03769 5.60962 1.59586
H 7.78851 4.04177 2.18319
H 8.10836 5.69978 2.97075
H 4.01338 5.02888 2.02421
C 2.40989 -5.77258 3.26148
C 3.73413 -6.10581 2.53699
C 4.83728 -5.97523 3.64544
C 6.14920 -6.45730 3.06941
C 6.06514 -7.91035 2.82150
C 5.04057 -8.11165 1.75392
N 3.81486 -7.49628 2.17425
O 2.76863 -7.75704 1.21491
C 5.43983 -7.66654 0.26794
C 4.76203 -9.66672 1.73821
C 3.89061 -4.93131 1.53253
H 2.02878 -6.47258 4.07052
H 1.56986 -5.62808 2.59041
H 2.71985 -4.86520 3.77861
H 4.85169 -5.02296 4.09024
H 4.49819 -6.61234 4.46277
H 7.02949 -6.28158 3.71917
H 6.28238 -6.01691 2.08016
H 5.66965 -8.47385 3.65512
H 7.02508 -8.33086 2.58988
H 4.61360 -7.63638 -0.40993
H 5.98269 -6.69603 0.27532
H 6.12530 -8.42197 -0.13789
H 4.42001 -9.99673 2.75586
H 3.92993 -9.84741 1.03703
H 5.61257 -10.28378 1.41809
H 4.93099 -4.81085 1.23039
H 3.70504 -3.90441 1.92182
H 3.32187 -5.10616 0.62633
H 2.20819 -8.41137 1.59880
C 2.36423 -4.25929 -4.22342
C 0.98849 -3.64290 -3.87518
C -0.16768 -4.22972 -4.64569
C -0.53823 -5.65302 -4.23631
C -0.88947 -5.53556 -2.71602
C 0.29176 -5.08135 -1.85970
N 0.66305 -3.77161 -2.43691
O 1.86400 -3.30044 -1.64056
C -0.35248 -4.73015 -0.46489
C 1.37349 -6.12192 -1.48250
C 0.99528 -2.16492 -4.14506
H 2.54224 -4.03888 -5.31435
H 2.39102 -5.31056 -4.15737
H 3.29442 -3.95062 -3.67614
H -1.02041 -3.62684 -4.42254
H 0.14874 -4.15195 -5.70607
H 0.20311 -6.41071 -4.43743
H -1.40780 -6.03052 -4.79558
H -1.23797 -6.51973 -2.49829
H -1.71099 -4.81073 -2.51603
H -0.98566 -5.54218 0.01040
H 0.52856 -4.55908 0.15403
H -0.95109 -3.87068 -0.54414
H 2.14612 -5.46377 -1.02557
H 1.16643 -7.01177 -0.88794
H 1.79603 -6.51182 -2.45686
H 1.79003 -1.68722 -3.56403
H 0.09393 -1.70002 -3.78212
H 1.10623 -1.89113 -5.20364
H 1.48914 -2.54818 -1.19520
C -2.13843 0.00187 -8.62765
C -1.59240 1.27778 -8.02160
C -0.61139 1.82025 -9.04095
C -1.23952 2.51397 -10.24007
C -2.04781 3.70080 -9.76095
C -3.21679 3.20009 -8.84489
N -2.58820 2.35666 -7.75401
O -3.52339 2.03894 -6.68765
C -3.97409 4.36260 -8.20041
C -4.29443 2.43693 -9.65308
C -0.84669 1.05564 -6.68558
H -1.22054 -0.57750 -8.82329
H -2.54004 0.19147 -9.61802
H -2.83960 -0.50341 -7.92636
H -0.02068 2.53889 -8.45563
H 0.10907 1.02931 -9.33848
H -1.95764 1.86278 -10.75699
H -0.50246 2.75340 -11.01121
H -2.55998 4.21259 -10.53949
H -1.34434 4.36003 -9.20930
H -3.41276 4.93073 -7.42343
H -4.56437 5.01621 -8.86008
H -4.78909 3.91519 -7.51872
H -5.09976 2.19321 -8.98192
H -4.62793 3.11940 -10.48005
H -3.89026 1.52028 -10.12792
H -1.51289 0.52336 -5.99424
H -0.77546 2.04795 -6.19846
H 0.13500 0.59222 -6.78236
H -3.78832 1.14805 -6.94161
C -2.63303 3.86320 3.73749
C -3.41386 2.60456 3.96079
C -3.12523 1.61782 2.83306
C -1.80547 0.86048 2.78794
C -1.58853 0.14912 4.14249
C -1.75463 1.17628 5.27774
N -3.01167 1.89714 5.15995
O -3.15970 2.91358 6.16277
C -1.79788 0.37336 6.60244
C -0.45586 2.00475 5.41600
C -4.94161 2.84842 3.99557
H -2.46345 4.41115 4.65108
H -3.09482 4.53371 3.06452
H -1.63694 3.55389 3.25665
H -3.91046 0.77016 2.85696
H -3.27344 2.05344 1.82263
H -0.96770 1.55127 2.54666
H -1.80576 0.19991 1.93049
H -0.66244 -0.38484 4.27325
H -2.52176 -0.44313 4.22315
H -2.80788 0.06525 6.76094
H -1.22977 -0.53235 6.45498
H -1.46537 0.86162 7.52352
H -0.10743 2.43453 4.45855
H -0.61570 2.82182 6.14022
H 0.39222 1.42900 5.78717
H -5.13437 3.85724 4.42220
H -5.48494 2.04981 4.57874
H -5.34740 2.81369 2.93632
H -3.89453 2.65108 6.73512
C -4.86263 -3.73150 -0.72913
C -6.02067 -2.83794 -1.06536
C -7.30832 -3.72840 -1.06433
C -7.81847 -4.04069 0.39331
C -7.86460 -2.75158 1.23302
C -6.66989 -1.83284 1.27360
N -6.18469 -1.66639 -0.10767
O -4.90938 -0.96775 -0.15586
C -7.10998 -0.43049 1.79879
C -5.69081 -2.50347 2.23116
C -5.75303 -2.29558 -2.48487
H -5.10319 -4.50354 0.04279
H -3.98802 -3.16260 -0.29379
H -4.45653 -4.20872 -1.66490
H -8.13678 -3.17804 -1.48780
H -7.08274 -4.58949 -1.71302
H -7.09838 -4.74803 0.81895
H -8.76358 -4.56858 0.46241
H -8.19564 -2.93982 2.24387
H -8.61915 -2.11576 0.70826
H -7.57830 -0.39843 2.77774
H -6.28426 0.28186 1.89956
H -7.72074 -0.05605 0.99888
H -5.55370 -3.51261 1.82731
H -4.69458 -1.97271 2.27144
H -6.19374 -2.51543 3.18417
H -4.84361 -1.69249 -2.52411
H -6.43296 -1.49052 -2.75824
H -5.69382 -3.10033 -3.21805
H -5.10987 0.00098 -0.17823
C -8.35275 0.82213 -2.66637
C -7.84732 2.06646 -2.01262
C -6.56198 1.75794 -1.28213
C -5.32778 1.58662 -2.11993
C -5.18309 2.77993 -3.01863
C -6.38671 3.03540 -3.91268
N -7.58057 3.17326 -3.01889
O -8.72810 3.25214 -3.88561
C -6.26179 4.38873 -4.62863
C -6.49422 1.93126 -5.01705
C -8.70853 2.67127 -0.89163
H -8.40089 -0.01452 -1.93126
H -7.55815 0.54283 -3.40529
H -9.22660 1.02083 -3.24940
H -6.37984 2.47629 -0.44244
H -6.64211 0.77215 -0.76207
H -5.52121 0.81652 -2.87336
H -4.43243 1.47453 -1.60504
H -4.39594 2.84697 -3.72819
H -4.99561 3.73511 -2.36697
H -7.11550 4.60851 -5.27898
H -6.03114 5.19912 -3.90665
H -5.41640 4.34123 -5.23651
H -5.92074 2.12828 -5.90949
H -6.17746 0.91998 -4.72382
H -7.56152 1.83164 -5.30986
H -8.72468 1.82793 -0.13697
H -9.70550 3.02468 -1.09839
H -8.15832 3.50385 -0.47052
H -9.04851 4.15592 -3.83065
C 5.18953 -2.74026 7.62200
C 5.21205 -1.35984 6.93751
C 5.00682 -1.60519 5.40595
C 3.58535 -2.09844 5.03418
C 2.60388 -1.09935 5.59268
C 2.78996 -0.80686 7.11108
N 4.16280 -0.35601 7.33784
O 4.34821 -0.32886 8.79412
C 1.86426 0.36475 7.48474
C 2.22979 -2.06683 7.81975
C 6.57599 -0.72163 7.14450
H 5.25615 -2.67040 8.75483
H 6.05955 -3.29548 7.36226
H 4.35955 -3.30296 7.32192
H 5.25206 -0.61747 4.97974
H 5.84605 -2.33522 5.08926
H 3.43717 -3.05871 5.43395
H 3.45757 -2.19919 3.95895
H 1.56907 -1.40957 5.31644
H 2.80124 -0.15587 5.13121
H 1.70295 0.41089 8.54810
H 2.32689 1.31905 7.18501
H 0.84434 0.26230 7.01001
H 2.47950 -2.98542 7.27130
H 2.65855 -2.14705 8.82853
H 1.11904 -1.91356 7.92627
H 6.59182 -0.10891 8.01808
H 6.97892 -0.10074 6.28725
H 7.41050 -1.42763 7.21801
H 4.26089 0.58852 8.91383
*
```